1.
{"formula": "C2H5BrN2", "method": "ωB97M-V/def2-TZVPD", "fmax_ev_per_a": 4.9, "total_energy_ev": -75173.9165, "spin_multiplicity": 1, "relative_energy_ev": 0.645, "homo_ev": [-8.0, -7.9], "symbols": ["C", "C", "N", "N", "Br", "H", "H", "H", "H", "H"], "coordinates": [[-0.573, -1.336, -0.011], [0.404, -0.307, -0.478], [0.310, 2.154, 0.550], [0.514, 1.142, 1.131], [-0.198, 0.788, -2.004], [-0.013, -2.307, -0.238], [-0.655, -1.321, 1.006], [-1.452, -1.337, -0.599], [1.420, -0.380, -0.491], [0.243, 2.905, 1.134]]}

***

2.
{"formula": "C4H8B2F8ORb", "method": "ωB97M-V/def2-TZVPD", "fmax_ev_per_a": 0.7, "total_energy_ev": -30090.1977, "spin_multiplicity": 1, "relative_energy_ev": 0.000, "charge": -1, "homo_ev": -8.4, "symbols": ["Rb", "B", "F", "F", "F", "F", "B", "F", "F", "F", "F", "C", "C", "C", "O", "C", "H", "H", "H", "H", "H", "H", "H", "H"], "coordinates": [[1.512, 0.573, 0.407], [4.674, 0.313, -1.218], [5.132, 1.578, -1.600], [3.264, 0.220, -1.486], [5.327, -0.706, -1.901], [4.810, 0.170, 0.182], [1.531, -0.433, 3.620], [2.325, -0.933, 2.537], [1.229, -1.511, 4.462], [2.197, 0.579, 4.301], [0.350, 0.119, 3.035], [-2.732, -0.761, -1.690], [-3.473, -0.130, -0.497], [-2.339, 0.586, 0.264], [-1.198, 0.617, -0.589], [-1.565, 0.184, -1.898], [-3.350, -0.871, -2.580], [-2.355, -1.748, -1.418], [-3.929, -0.910, 0.105], [-4.199, 0.596, -0.855], [-2.066, 0.090, 1.195], [-2.611, 1.620, 0.499], [-0.710, -0.304, -2.368], [-1.823, 1.060, -2.507]]}

***

3.
{"formula": "C2H4N2O4", "method": "ωB97M-V/def2-TZVPD", "fmax_ev_per_a": 2.7, "total_energy_ev": -13305.7291, "spin_multiplicity": 1, "relative_energy_ev": 2.631, "homo_ev": -10.6, "symbols": ["N", "C", "C", "N", "O", "O", "O", "O", "H", "H", "H", "H"], "coordinates": [[-0.805, -0.302, -0.738], [-1.691, -0.094, 0.287], [0.129, 0.440, 0.033], [0.939, 1.342, -0.670], [0.864, -0.508, 1.020], [1.319, -1.662, 0.244], [-2.742, -0.543, 0.636], [-0.957, 1.008, 0.717], [1.693, -2.169, 0.985], [-0.645, -1.270, -0.976], [1.410, 1.999, -0.060], [0.486, 1.757, -1.476]]}

***

4.
{"formula": "C4H13N2O3", "method": "ωB97M-V/def2-TZVPD", "fmax_ev_per_a": 2.5, "total_energy_ev": -13475.3216, "spin_multiplicity": 1, "relative_energy_ev": 1.102, "charge": 1, "homo_ev": -12.8, "symbols": ["N", "C", "C", "N", "C", "C", "O", "O", "H", "H", "H", "H", "H", "H", "H", "H", "H", "H", "H", "H", "H", "O"], "coordinates": [[0.470, 1.493, -1.234], [-0.806, 0.786, -1.699], [-1.904, 0.451, -0.604], [-1.645, 0.382, 0.793], [-1.092, -0.842, 1.388], [0.388, -0.613, 1.639], [0.854, -1.441, 2.565], [1.128, 0.130, 1.033], [0.425, 2.439, -1.596], [0.548, 1.310, -0.216], [1.156, 0.965, -1.781], [-0.460, -0.112, -2.203], [-1.307, 1.335, -2.492], [-2.292, -0.531, -0.877], [-2.654, 1.155, -0.954], [-1.362, 1.227, 1.254], [-1.636, -0.926, 2.324], [-1.235, -1.760, 0.828], [1.819, -1.444, 2.618], [2.902, -0.363, -3.065], [1.587, -1.264, -3.230], [2.020, -0.560, -2.745]]}

***

5.
{"formula": "C3H10OS", "method": "ωB97M-V/def2-TZVPD", "fmax_ev_per_a": 3.9, "total_energy_ev": -16154.6377, "spin_multiplicity": 1, "relative_energy_ev": 1.228, "smiles": "CCSC.O", "homo_ev": -8.1, "symbols": ["C", "C", "S", "C", "H", "H", "H", "H", "H", "H", "H", "H", "O", "H", "H"], "coordinates": [[0.150, -1.403, -1.434], [0.703, 0.002, -1.030], [-0.683, 0.594, -0.095], [-0.291, 2.245, 0.674], [0.869, -2.209, -1.544], [-0.199, -1.279, -2.538], [-0.824, -1.544, -0.879], [0.922, 0.719, -1.783], [1.679, -0.148, -0.460], [-1.342, 2.428, 1.078], [0.505, 2.300, 1.356], [-0.068, 3.053, -0.074], [-0.102, -1.453, 2.083], [-0.590, -1.200, 2.887], [-0.728, -2.105, 1.761]]}

***

6.
{"formula": "C44H66Br2NO17", "method": "ωB97M-V/def2-TZVPD", "fmax_ev_per_a": 3.1, "total_energy_ev": -223066.7789, "spin_multiplicity": 1, "charge": 1, "homo_ev": -10.1, "symbols": ["C", "C", "C", "C", "C", "C", "C", "C", "C", "C", "O", "C", "O", "C", "C", "C", "N", "C", "C", "C", "C", "C", "C", "C", "C", "C", "C", "C", "C", "C", "Br", "C", "C", "Br", "H", "H", "H", "H", "H", "H", "H", "H", "H", "H", "H", "H", "H", "H", "H", "H", "H", "H", "H", "H", "H", "H", "H", "H", "H", "H", "H", "H", "H", "H", "H", "H", "H", "H", "H", "H", "H", "H", "H", "H", "H", "H", "H", "H", "H", "H", "C", "C", "O", "C", "O", "O", "H", "H", "H", "H", "C", "C", "O", "C", "O", "O", "H", "H", "H", "H", "C", "C", "O", "C", "O", "O", "H", "H", "H", "H", "C", "C", "O", "C", "O", "O", "H", "H", "H", "H", "C", "C", "O", "C", "O", "O", "H", "H", "H", "H"], "coordinates": [[-3.368, 0.694, 6.695], [-2.249, 0.296, 6.446], [-0.787, 0.164, 5.988], [-0.484, 0.838, 4.583], [-1.537, 0.405, 3.476], [-2.854, 1.282, 3.377], [-3.292, 1.395, 1.835], [-3.004, 2.864, 1.340], [-3.636, 3.224, -0.049], [-5.190, 3.477, 0.154], [-6.023, 3.041, -0.933], [-5.945, 1.615, -0.956], [-6.373, 0.948, -0.050], [-5.254, 0.998, -2.199], [-5.628, 1.483, -3.458], [0.806, 0.014, 4.107], [1.473, 0.762, 3.268], [0.844, 2.115, 3.098], [1.881, 3.220, 2.610], [2.796, 2.715, 1.421], [2.043, 1.869, 0.331], [3.149, 1.266, -0.654], [2.832, -0.196, -1.126], [4.008, -0.718, -2.076], [3.492, -1.519, -3.336], [4.191, -2.932, -3.512], [3.412, -3.867, -4.545], [3.177, -5.333, -3.985], [0.218, 2.258, 4.528], [-0.553, 3.553, 4.916], [-1.135, 4.860, 3.556], [-0.847, 3.889, 6.213], [-0.432, 3.030, 7.440], [-1.816, 5.538, 6.663], [-4.366, 1.076, 6.980], [-0.609, -0.940, 5.841], [-0.087, 0.475, 6.802], [-1.069, 0.305, 2.454], [-1.854, -0.645, 3.748], [-2.797, 2.274, 3.886], [-3.673, 0.672, 3.852], [-2.702, 0.702, 1.177], [-4.373, 1.102, 1.703], [-3.413, 3.559, 2.131], [-1.883, 3.002, 1.378], [-3.383, 2.517, -0.878], [-3.195, 4.221, -0.350], [-5.319, 4.582, 0.327], [-5.469, 3.001, 1.140], [-4.468, 0.233, -1.995], [-6.200, 0.800, -4.130], [-5.369, 2.547, -3.698], [1.113, -1.028, 4.417], [2.324, 0.431, 2.802], [0.147, 2.092, 2.213], [1.232, 4.033, 2.173], [2.453, 3.682, 3.455], [3.192, 3.654, 0.886], [3.715, 2.204, 1.826], [1.474, 0.986, 0.727], [1.322, 2.476, -0.284], [3.325, 1.953, -1.522], [4.109, 1.209, -0.063], [1.858, -0.303, -1.674], [2.834, -0.901, -0.245], [4.764, -1.332, -1.521], [4.558, 0.189, -2.464], [3.790, -0.934, -4.256], [2.380, -1.637, -3.393], [4.293, -3.478, -2.540], [5.229, -2.817, -3.943], [4.001, -3.995, -5.497], [2.429, -3.417, -4.841], [2.106, -5.501, -3.679], [3.394, -6.067, -4.805], [3.802, -5.577, -3.091], [1.123, 2.245, 5.200], [0.555, 2.512, 7.275], [-1.236, 2.331, 7.779], [-0.248, 3.733, 8.302], [-1.246, -4.808, 6.688], [-1.091, -5.548, 5.390], [-0.557, -4.548, 4.521], [0.051, -3.624, 5.298], [0.745, -2.740, 4.877], [-0.219, -3.819, 6.607], [-1.102, -5.449, 7.556], [-2.213, -4.307, 6.773], [-0.379, -6.373, 5.459], [-2.038, -5.929, 5.009], [0.153, -6.225, 0.769], [0.264, -6.994, -0.519], [0.833, -6.039, -1.409], [1.494, -5.122, -0.654], [2.218, -4.285, -1.093], [1.219, -5.287, 0.671], [0.273, -6.859, 1.647], [-0.792, -5.680, 0.851], [0.939, -7.850, -0.439], [-0.702, -7.339, -0.886], [8.121, -3.712, -6.889], [6.765, -3.384, -7.453], [5.972, -4.490, -7.035], [6.571, -5.029, -5.937], [6.080, -5.862, -5.244], [7.805, -4.489, -5.737], [8.686, -2.823, -6.613], [8.722, -4.319, -7.570], [6.346, -2.468, -7.028], [6.773, -3.299, -8.539], [2.807, 7.329, 0.035], [2.607, 7.231, -1.451], [3.680, 6.388, -1.858], [4.049, 5.646, -0.784], [4.808, 4.726, -0.830], [3.440, 6.091, 0.356], [1.868, 7.436, 0.578], [3.474, 8.148, 0.314], [1.661, 6.752, -1.716], [2.665, 8.199, -1.946], [-8.796, 1.662, -6.252], [-9.015, 1.547, -7.735], [-7.908, 0.756, -8.158], [-7.486, 0.039, -7.084], [-6.688, -0.842, -7.133], [-8.098, 0.459, -5.940], [-9.730, 1.724, -5.694], [-8.167, 2.515, -5.986], [-9.941, 1.021, -7.983], [-9.014, 2.515, -8.235]]}

***

7.
{"formula": "C4H4NdO5", "method": "ωB97M-V/def2-TZVPD", "fmax_ev_per_a": 5.1, "s2": 3.7567, "total_energy_ev": -29719.0490, "spin_multiplicity": 4, "relative_energy_ev": 0.000, "charge": 1, "homo_ev": [-13.4, -13.5], "symbols": ["O", "C", "O", "O", "C", "H", "H", "C", "H", "H", "O", "O", "C", "Nd"], "coordinates": [[0.241, -1.017, 0.767], [-0.786, -1.888, 1.178], [-1.090, -1.976, 2.346], [-1.262, -2.452, 0.140], [0.296, 0.334, 1.250], [-0.692, 0.618, 1.639], [1.040, 0.409, 2.053], [0.684, 1.196, 0.053], [1.725, 0.953, -0.229], [0.664, 2.248, 0.382], [-0.293, 1.325, -3.921], [-0.195, 1.025, -1.028], [0.166, 0.674, -3.080], [-0.497, -1.449, -1.551]]}

***

8.
{"formula": "C45H39P2SiSnTe", "method": "ωB97M-V/def2-TZVPD", "fmax_ev_per_a": 0.8, "total_energy_ev": -86854.8369, "spin_multiplicity": 1, "relative_energy_ev": 0.000, "charge": 3, "homo_ev": -16.2, "symbols": ["Sn", "C", "Si", "C", "C", "C", "C", "C", "C", "P", "C", "C", "C", "C", "C", "C", "C", "C", "C", "C", "C", "C", "C", "C", "C", "C", "C", "C", "P", "C", "C", "C", "C", "C", "C", "C", "C", "C", "C", "C", "C", "H", "H", "H", "H", "H", "H", "H", "H", "H", "H", "H", "H", "H", "H", "H", "H", "H", "H", "H", "H", "H", "H", "H", "H", "H", "H", "H", "H", "H", "H", "H", "C", "Te", "C", "C", "C", "C", "C", "C", "C", "H", "H", "H", "H", "H", "H", "H", "H"], "coordinates": [[-0.380, 0.384, 0.155], [2.711, -0.752, -1.671], [2.077, -0.096, -0.063], [2.310, -1.119, 1.481], [3.479, -1.880, 1.552], [3.846, -2.530, 2.726], [3.049, -2.418, 3.853], [1.875, -1.678, 3.802], [1.497, -1.040, 2.624], [-0.088, -0.151, 2.652], [-1.391, -1.344, 3.017], [-2.690, -0.865, 3.218], [-3.712, -1.738, 3.543], [-3.457, -3.101, 3.637], [-2.179, -3.586, 3.401], [-1.143, -2.713, 3.098], [0.006, 1.136, 3.896], [1.063, 2.045, 3.778], [1.223, 3.037, 4.728], [0.337, 3.124, 5.797], [-0.704, 2.217, 5.919], [-0.878, 1.220, 4.970], [2.477, 1.685, 0.419], [3.789, 1.786, 0.902], [4.325, 3.002, 1.309], [3.550, 4.150, 1.258], [2.242, 4.080, 0.798], [1.711, 2.865, 0.379], [0.026, 2.842, -0.280], [-1.020, 4.070, 0.476], [-1.572, 3.795, 1.731], [-2.331, 4.757, 2.373], [-2.544, 5.988, 1.763], [-1.996, 6.263, 0.518], [-1.230, 5.308, -0.132], [0.140, 3.090, -2.064], [-0.995, 3.402, -2.819], [-0.900, 3.536, -4.192], [0.322, 3.356, -4.828], [1.454, 3.057, -4.085], [1.369, 2.923, -2.707], [3.797, -0.671, -1.732], [2.440, -1.801, -1.791], [2.294, -0.173, -2.497], [4.122, -1.975, 0.686], [4.753, -3.117, 2.757], [3.332, -2.910, 4.773], [1.258, -1.604, 4.690], [-2.894, 0.199, 3.162], [-4.706, -1.358, 3.741], [-4.254, -3.782, 3.901], [-1.980, -4.646, 3.465], [-0.152, -3.110, 2.927], [1.771, 1.971, 2.962], [2.045, 3.734, 4.648], [0.471, 3.893, 6.545], [-1.377, 2.274, 6.762], [-1.679, 0.506, 5.095], [4.418, 0.906, 0.973], [5.344, 3.049, 1.669], [3.960, 5.099, 1.575], [1.637, 4.978, 0.771], [-1.394, 2.840, 2.218], [-2.753, 4.553, 3.347], [-3.140, 6.740, 2.263], [-2.161, 7.225, 0.053], [-0.795, 5.533, -1.097], [-1.942, 3.601, -2.333], [-1.775, 3.802, -4.769], [0.394, 3.470, -5.900], [2.411, 2.944, -4.576], [2.268, 2.718, -2.142], [-3.612, 1.031, -1.915], [-2.931, -0.501, -0.593], [-4.511, 0.207, 0.674], [-5.524, 0.627, -0.363], [-6.880, 0.646, -0.052], [-7.794, 1.081, -0.998], [-7.362, 1.484, -2.254], [-6.014, 1.454, -2.573], [-5.092, 1.025, -1.625], [-3.350, 0.747, -2.932], [-3.130, 1.969, -1.646], [-4.166, 1.008, 1.327], [-4.816, -0.655, 1.263], [-7.220, 0.320, 0.922], [-8.848, 1.092, -0.759], [-8.080, 1.809, -2.994], [-5.683, 1.753, -3.559]]}

***

What did the second record say?
{"formula": "C4H8B2F8ORb", "method": "ωB97M-V/def2-TZVPD", "fmax_ev_per_a": 0.7, "total_energy_ev": -30090.1977, "spin_multiplicity": 1, "relative_energy_ev": 0.000, "charge": -1, "homo_ev": -8.4, "symbols": ["Rb", "B", "F", "F", "F", "F", "B", "F", "F", "F", "F", "C", "C", "C", "O", "C", "H", "H", "H", "H", "H", "H", "H", "H"], "coordinates": [[1.512, 0.573, 0.407], [4.674, 0.313, -1.218], [5.132, 1.578, -1.600], [3.264, 0.220, -1.486], [5.327, -0.706, -1.901], [4.810, 0.170, 0.182], [1.531, -0.433, 3.620], [2.325, -0.933, 2.537], [1.229, -1.511, 4.462], [2.197, 0.579, 4.301], [0.350, 0.119, 3.035], [-2.732, -0.761, -1.690], [-3.473, -0.130, -0.497], [-2.339, 0.586, 0.264], [-1.198, 0.617, -0.589], [-1.565, 0.184, -1.898], [-3.350, -0.871, -2.580], [-2.355, -1.748, -1.418], [-3.929, -0.910, 0.105], [-4.199, 0.596, -0.855], [-2.066, 0.090, 1.195], [-2.611, 1.620, 0.499], [-0.710, -0.304, -2.368], [-1.823, 1.060, -2.507]]}